C27H35BN4O10 | the ωB97M-V functional and the def2-TZVPD basis

Each line ends with the Mulliken charge.
CARTESIAN COORDINATES (ANGSTROEM)
H 1.10617 -0.92798 -0.96374  0.666
H -0.36886 -1.30470 -0.71283  0.160
H 1.39689 -1.69093 -3.90219  0.385
B 2.27857 4.49233 1.56745  1.030
N -1.74283 -2.37683 -1.27443  -0.130
H 0.38132 -0.35527 0.46295  -0.088
C -2.86664 0.51721 1.19359  0.059
C 1.83683 -3.20093 3.86457  -0.762
H 3.48766 -2.40273 -5.25603  0.381
H -0.59617 -5.57856 3.67498  0.371
O 1.42212 3.43281 0.99479  -0.439
H -2.29470 0.41105 -3.69442  0.439
H -4.99201 -4.44785 -1.60997  0.378
H -3.39285 2.59283 1.32630  0.545
N 0.47764 -1.11498 -0.19558  1.043
C 0.92837 -4.21347 4.28528  -0.100
H 2.33141 -1.96595 2.26045  0.502
C -2.49316 -2.67522 -0.17880  -0.278
C 4.80808 -1.48473 -3.84344  -0.133
H 3.84447 -0.27535 -0.86001  0.471
O 3.61843 3.87795 1.62850  -0.517
H -1.04367 2.99669 -3.70677  0.342
H 2.51175 -2.72734 4.56213  0.394
O 2.21696 5.73224 0.77868  -0.463
C 4.92315 -0.87930 -2.60469  -0.737
H -1.75466 2.25908 0.78898  -0.335
H -3.15194 0.11100 -2.26878  0.275
C -1.20946 0.50764 2.84623  -0.215
H -1.25955 2.63196 3.15847  0.288
H -1.14549 3.72379 -2.11012  0.328
O 1.65386 1.19087 0.81728  -0.306
C 2.39918 -1.46336 -3.57046  -0.266
C -2.52596 1.95433 1.49633  -0.041
C -3.68478 -3.42918 -0.28357  -1.206
C -4.04777 -3.92927 -1.53313  -0.308
O -1.67346 -0.11573 1.62956  -0.098
H -3.24230 2.57184 -3.37316  0.383
C -2.60732 2.23164 -2.55512  -0.452
H -2.99451 0.26919 0.13992  -0.322
H -1.36843 -0.07034 3.75660  0.246
H -0.13691 0.61322 2.68317  0.090
H -3.79865 0.18856 1.65343  0.300
H -0.81128 -4.49271 1.42627  0.512
O -1.05246 0.57026 -2.05831  -0.103
H -2.06177 -2.40206 0.77288  0.701
C 3.54199 2.66693 1.32368  0.382
C -0.30052 1.75553 -2.00054  0.316
O 4.47363 1.86193 1.31005  -0.682
H -0.20225 2.05165 -0.95615  -0.537
C 3.74770 -0.62317 -1.87788  -0.270
C 0.06219 -4.77067 3.39169  -0.719
N 0.73590 -3.18542 1.69853  -0.429
C 2.07899 2.33917 0.99159  0.378
C 1.35913 6.11101 2.90157  0.610
N 2.45886 -0.89119 -2.27439  -0.449
H 0.69621 1.68796 -2.43652  0.293
O 1.75172 4.86362 2.88328  -0.516
H -3.65435 -3.82186 -3.69361  0.442
H -2.75268 1.83980 3.65690  0.343
C -3.34646 -3.53252 -2.69968  -0.756
H -1.60144 -2.53819 -3.37930  0.376
O 0.86081 6.76965 3.80569  -0.605
H 5.92246 -0.66135 -2.25787  0.410
C 1.67693 -2.76699 2.57092  -0.277
H 0.72231 -1.97787 0.26882  0.746
H 5.72829 -1.78321 -4.32357  0.365
O 1.56287 7.86294 1.17072  -0.613
H 0.97819 -4.55964 5.30708  0.410
C 1.77790 6.70938 1.52572  0.602
C 3.53016 -1.83597 -4.33768  -0.745
H -3.05703 2.43405 -1.58307  0.117
C -1.95301 1.82661 2.91633  -0.767
C -1.22122 2.78167 -2.65305  -0.704
H -4.31897 -3.71097 0.54396  0.415
C -0.05206 -4.20782 2.13960  -0.274
C -2.31697 0.70251 -2.64435  -0.665
C -2.19453 -2.74929 -2.50176  -0.183

Its total energy is -2046.2884 Eh. The LUMO energy is 0.00 eV. The value obtained for the energy above the lowest of the compared OMol25 structures with the same formula, charge and spin is 1.2262 eV.